(1)
A 2-piece molecular cluster, C6H7NO7S overall at a distorted geometry, computed with ωB97M-V/def2-TZVPD.

For the strongest force on any atom, the calculation gives 3.4 eV/Å. As for the charge: -2. Its multiplicity is 1. Its highest occupied orbital energy is -2.03 eV. For the gap between HOMO and LUMO, the calculation gives 7.4 eV.

Positions of all 22 atoms, in Å:
C 4.44128 -2.55508 -0.48467
C 4.04593 0.89100 1.28263
C -1.31797 0.14981 -0.94268
C -0.10677 0.10784 1.08306
C 0.90468 -1.02984 0.89183
C 3.03357 -0.02705 0.55204
N 4.78205 -3.65388 -0.68301
O 3.37797 1.92372 1.44891
O 1.49332 1.71852 -0.74411
O 5.16944 0.57447 1.61972
O 1.77294 -0.46280 -1.74120
O 3.63043 1.12245 -1.74842
O -1.34121 -0.17320 0.43816
O 2.19613 -0.66038 1.35647
S 2.45302 0.64811 -1.04840
H -0.37580 -0.14126 -1.41519
H -1.44649 1.22920 -1.08142
H -2.15292 -0.38542 -1.40186
H 0.34452 1.02431 0.67639
H -0.34226 0.24105 2.14487
H 0.96912 -1.28913 -0.16950
H 0.62380 -1.91018 1.48305

***

(2)
C29H53BN7SbSi3Ti as an isolated structure at a distorted geometry, computed with ωB97M-V/def2-TZVPD.

For the strongest force on any atom, the calculation gives 1.1 eV/Å. As for the charge: +2. Its multiplicity is 1. Its highest occupied orbital energy is -14.40 eV. For the gap between HOMO and LUMO, the calculation gives 7.4 eV.

Positions of all 95 atoms, in Å:
Ti 0.95495 0.68809 0.03340
C -1.32485 3.06361 -2.65027
C -0.45546 2.00893 -2.45506
N -0.10597 1.93560 -1.15869
N -0.77131 2.93192 -0.50425
C -1.50662 3.60814 -1.38664
B -1.21028 2.74642 0.98442
N -0.03596 2.42390 1.98163
C -0.16403 2.77363 3.27004
C 0.36395 1.78671 4.08200
C 0.80270 0.81061 3.20639
N 0.58793 1.19123 1.94035
N -2.09667 1.48271 0.96293
C -3.42756 1.36465 1.11438
C -3.79926 0.09976 0.71764
C -2.60086 -0.49691 0.32017
N -1.56906 0.33231 0.47246
H -1.76855 3.38622 -3.57713
H -0.05229 1.32347 -3.18068
H -2.12545 4.43066 -1.06171
H -1.79260 3.72072 1.35336
H -0.65491 3.69905 3.52962
H 0.41367 1.77582 5.15752
H 1.29338 -0.12046 3.42790
H -4.01481 2.18969 1.48698
H -4.78603 -0.33184 0.71786
H -2.46294 -1.50021 -0.05043
C 4.63680 4.07527 -0.64355
Si 3.06493 3.43772 0.14091
C 1.75312 4.55267 -0.57658
C 3.10799 3.75574 1.98187
C 2.82064 1.53881 -0.24956
Si 4.17351 0.54790 0.74645
C 4.43439 -1.15377 -0.02672
C 3.78211 0.30227 2.56091
C 5.83698 1.37187 0.82290
Si 3.19337 1.29043 -2.09347
C 4.95186 0.97043 -2.57766
C 2.63920 2.58679 -3.30448
C 2.10839 -0.23117 -2.51574
C 2.21049 -0.96794 -3.69104
C 1.23919 -1.89621 -4.02562
C 0.15802 -2.09012 -3.17239
C 0.11793 -1.38655 -1.99663
N 1.07523 -0.49130 -1.66329
H 4.82249 5.05811 -0.19620
H 4.51589 4.24354 -1.71377
H 5.52767 3.47762 -0.49316
H 2.23546 5.52919 -0.69964
H 0.90926 4.69160 0.10078
H 1.37514 4.25496 -1.55543
H 4.03936 4.26682 2.24550
H 3.03586 2.87404 2.61195
H 2.28416 4.42272 2.24980
H 4.44821 -1.91321 0.75832
H 5.40697 -1.21031 -0.51995
H 3.68456 -1.44540 -0.76537
H 3.21843 -0.60472 2.76287
H 3.26168 1.13172 3.02751
H 4.74515 0.20817 3.07314
H 6.31868 1.51806 -0.14358
H 6.46579 0.69200 1.40728
H 5.81062 2.32761 1.35152
H 5.47297 1.93058 -2.62924
H 4.96778 0.54172 -3.58438
H 5.51611 0.31272 -1.92416
H 3.16981 3.52272 -3.13395
H 1.57862 2.81605 -3.32503
H 2.93287 2.23162 -4.29798
H 3.04474 -0.78343 -4.35748
H 1.31276 -2.45893 -4.94782
H -0.63287 -2.78834 -3.41035
H -0.68859 -1.51587 -1.28771
C 3.91176 -3.30313 2.81368
C 2.39264 -3.13934 2.79168
Sb 1.39882 -2.20301 1.12258
C 1.69447 -3.66562 -0.42109
C 2.40489 -4.94244 0.02304
C -0.58986 -2.78362 1.68955
C -0.68565 -4.13003 2.40738
H 4.18715 -3.92582 3.66717
H 4.44311 -2.36283 2.92379
H 4.28886 -3.80509 1.92420
H 2.03173 -2.61467 3.67890
H 1.91261 -4.11650 2.78472
H 2.23766 -3.18163 -1.23392
H 0.68840 -3.88289 -0.78264
H 3.42845 -4.75471 0.34310
H 2.45122 -5.64126 -0.81369
H 1.88378 -5.45002 0.83500
H -1.14305 -2.81916 0.75070
H -1.02129 -1.97522 2.27973
H -0.23371 -4.93964 1.83040
H -1.73305 -4.39283 2.56195
H -0.21173 -4.10923 3.38808

***

(3)
A 16-piece molecular cluster, H32O16 overall at a distorted geometry, computed with ωB97M-V/def2-TZVPD.

For the strongest force on any atom, the calculation gives 3.1 eV/Å. As for the charge: 0. Its multiplicity is 1. Its highest occupied orbital energy is -9.78 eV. For the gap between HOMO and LUMO, the calculation gives 8.7 eV.

Positions of all 48 atoms, in Å:
O -19.83424 -13.55351 -13.08988
H -20.53244 -14.12420 -12.66350
H -19.21806 -13.26162 -12.36355
O -15.00449 -11.98684 -11.77639
H -15.41203 -12.17272 -10.94410
H -15.61184 -12.46311 -12.30933
O -20.85455 -9.76953 -11.21574
H -20.82643 -10.25479 -12.02798
H -21.76218 -9.74780 -10.95818
O -16.87872 -12.94998 -13.54782
H -17.23351 -13.84945 -13.51426
H -17.66249 -12.43640 -13.32228
O -16.00861 -9.59835 -12.47793
H -15.74160 -10.38160 -12.05279
H -16.63999 -9.41412 -11.83247
O -18.46200 -10.77424 -13.28925
H -17.58225 -10.40931 -13.28108
H -18.52741 -10.78257 -14.23581
O -18.61661 -7.62075 -11.55594
H -17.75088 -7.61800 -11.22718
H -19.15285 -7.92201 -10.85148
O -16.84409 -10.49698 -6.21779
H -17.37352 -10.68900 -6.99216
H -17.27770 -9.62317 -6.01265
O -19.88004 -8.32285 -9.31420
H -20.68903 -8.00483 -8.93718
H -20.10369 -9.06724 -9.83350
O -16.13407 -7.86675 -10.13416
H -16.08758 -8.69402 -9.63021
H -16.36548 -7.16460 -9.52353
O -17.85655 -8.41240 -7.61238
H -18.51043 -8.34102 -8.30757
H -17.36796 -7.55796 -7.56752
O -18.05456 -13.27037 -10.99212
H -18.92526 -13.05782 -10.59822
H -18.10154 -14.20056 -11.14115
O -18.63100 -11.37291 -8.11397
H -18.74284 -12.20622 -7.73011
H -19.51377 -11.08947 -8.02964
O -16.13585 -12.49329 -9.07964
H -16.77404 -12.76626 -9.70416
H -15.54395 -13.22789 -8.96030
O -15.23923 -9.98879 -8.48430
H -15.73068 -10.74943 -8.71475
H -15.65267 -9.76607 -7.64116
O -17.72555 -10.31506 -10.52947
H -17.89991 -10.78630 -9.73157
H -18.17500 -10.73758 -11.21777

***

(4)
An isolated ion of composition C26H48BBr2F5IN3O6PS and charge +1 at a distorted geometry, computed with ωB97M-V/def2-TZVPD.

For the strongest force on any atom, the calculation gives 4.3 eV/Å. As for the charge: +1. Its multiplicity is 1. Its highest occupied orbital energy is -10.73 eV. For the gap between HOMO and LUMO, the calculation gives 7.4 eV.

Positions of all 94 atoms, in Å:
C -3.34502 4.26966 -0.41979
C -2.08361 3.31889 -0.05955
O -2.51287 1.94111 -0.08073
B -1.52344 1.06248 0.54349
O -1.28618 1.36940 1.90740
C -0.84331 -0.17355 -0.31108
C -1.40176 -1.64253 0.08875
C -2.88236 -1.75245 -0.58677
C -3.99784 -2.54067 0.21563
C -4.88403 -3.31504 -0.91511
C -6.10299 -4.11608 -0.31257
F -6.61591 -4.97148 -1.33829
F -7.19448 -3.28346 0.05707
C -5.76232 -5.06289 0.91847
F -4.51549 -5.68693 0.84742
F -6.69641 -6.10635 1.09270
F -5.89159 -4.27505 2.08709
P -1.40731 -2.06085 1.92773
S -2.73397 -1.24907 3.06781
C -0.48625 -2.82683 -0.59384
C -1.25689 -4.16006 -1.00276
C -0.37884 -5.47563 -0.58567
O -0.71049 -5.96620 0.72548
C 0.36422 -2.13129 -1.75752
I 1.13776 -3.66910 -3.16158
N 1.43214 -1.16901 -1.23379
N 2.09485 -1.88397 -0.25579
C 2.49643 -0.82808 -2.27308
C 3.83400 -1.65480 -2.28686
O 4.83524 -1.07875 -1.37962
C 0.66673 0.07105 -0.73975
O 0.60257 1.15344 -1.66616
C 0.13700 1.09491 -2.97572
C -0.50248 2.53608 -3.35917
C -0.91272 2.56555 -4.90417
O 0.41955 3.58405 -2.99269
C 1.59774 0.85090 0.36559
Br 1.62058 0.15169 2.19964
C 1.59621 2.45777 0.27557
C 2.82138 3.05186 -0.60118
Br 2.06221 3.07737 2.15684
H -3.06613 5.34402 -0.12585
H -3.62778 4.22889 -1.51472
H -4.18206 3.93031 0.28185
H -1.25014 3.55870 -0.81519
H -1.71040 3.69775 0.94331
H -2.16969 1.55713 2.30342
H -1.42312 -0.04013 -1.30870
H -2.81668 -2.12103 -1.67700
H -3.35230 -0.70887 -0.73725
H -3.65596 -3.36599 0.90830
H -4.74462 -1.81912 0.70043
H -5.21212 -2.61146 -1.74059
H -4.16046 -4.07051 -1.39025
H -1.70963 -3.48610 1.93859
H -0.13234 -1.97939 2.56385
H 0.14852 -3.23461 0.27651
H -2.20484 -4.36631 -0.38533
H -1.60328 -4.20723 -2.08683
H -0.47879 -6.25657 -1.40300
H 0.70842 -5.14248 -0.57673
H -0.30489 -5.31064 1.33710
H -0.34109 -1.60549 -2.49367
H 2.22655 -2.88005 -0.41757
H 2.88539 -1.48439 0.23229
H 2.08230 -0.81477 -3.34341
H 2.88441 0.24922 -2.13323
H 3.77487 -2.75425 -2.03295
H 4.28947 -1.59089 -3.34080
H 5.68118 -1.28670 -1.81985
H 0.99197 0.97029 -3.74032
H -0.66455 0.34555 -3.28486
H -1.48566 2.57336 -2.76830
H -0.01563 2.32036 -5.55609
H -1.75318 1.79395 -5.03101
H -1.32720 3.61784 -5.10151
H 0.30789 4.35891 -3.57706
H 2.67143 0.63181 -0.00430
H 0.61282 2.96590 0.07544
H 3.77586 2.48784 -0.36023
H 2.94330 4.17497 -0.43087
H 2.56415 2.82910 -1.69208
C 6.47849 4.77613 4.90081
C 5.45293 5.16172 5.96008
C 4.47755 4.02915 6.28795
C 3.65633 3.65609 5.13420
N 3.02356 3.36075 4.22004
H 5.99865 4.53120 3.94966
H 7.16546 5.60548 4.72051
H 7.06544 3.91163 5.22154
H 4.90329 6.04660 5.62522
H 5.98253 5.44330 6.87493
H 3.82142 4.34786 7.10270
H 5.02830 3.15509 6.64744

***

> What is the highest occupied orbital energy in the second record?

-14.40 eV

***

> The lowest highest occupied orbital energy belongs to which entry?

C29H53BN7SbSi3Ti

***

> Which formula does entry 2 have?

C29H53BN7SbSi3Ti